[1]
ORCA calculation (wB97M-V/def2-TZVPD) on C35H31BrF5IrN3O2PSTe as an isolated structure.

Each line ends with the Löwdin charge.
Cartesian coordinates (Å):
Ir -0.56 0.27 -1.57  1.11
C 2.61 -3.46 0.79  -0.02
C 2.38 -2.75 -0.51  -0.22
C 3.34 -2.71 -1.52  0.02
C 3.02 -2.14 -2.73  -0.08
C 1.76 -1.57 -2.91  -0.73
Br 1.34 -1.06 -4.65  0.95
N 0.86 -1.47 -1.91  -0.07
C 1.19 -2.11 -0.77  -0.10
H 2.32 -4.51 0.71  0.10
H 2.02 -3.01 1.59  0.07
H 3.66 -3.43 1.07  0.09
H 4.31 -3.15 -1.37  0.14
H 3.71 -2.15 -3.56  0.12
H 0.43 -2.09 -0.01  0.07
N -3.46 0.16 -0.92  -0.06
P -2.11 -0.26 -0.04  0.93
C -2.36 0.65 1.48  -0.33
C -2.71 0.00 2.66  -0.06
C -3.09 0.75 3.76  -0.05
C -3.12 2.14 3.69  -0.04
C -2.76 2.79 2.51  -0.05
C -2.38 2.05 1.40  -0.10
C -2.15 -2.02 0.31  -0.34
C -2.93 -2.86 -0.47  -0.06
C -2.91 -4.23 -0.23  -0.04
C -2.12 -4.75 0.78  -0.04
C -1.34 -3.91 1.56  -0.05
C -1.35 -2.54 1.33  -0.14
C -3.45 0.42 -2.27  -0.33
C -4.63 0.69 -2.93  0.01
C -4.59 0.93 -4.29  0.00
C -3.38 0.88 -4.94  0.03
C -2.24 0.62 -4.21  -0.37
N -2.23 0.39 -2.88  0.02
H -4.33 0.31 -0.43  0.14
H -2.72 -1.08 2.73  0.10
H -3.39 0.26 4.68  0.12
H -3.42 2.72 4.54  0.12
H -2.79 3.87 2.45  0.12
H -2.11 2.55 0.48  0.09
H -3.57 -2.47 -1.26  0.11
H -3.52 -4.89 -0.83  0.12
H -2.11 -5.81 0.96  0.12
H -0.73 -4.31 2.36  0.12
H -0.75 -1.88 1.95  0.11
H -5.56 0.71 -2.38  0.13
H -5.50 1.14 -4.83  0.14
H -3.30 1.06 -6.01  0.14
H -1.07 0.93 -5.68  0.14
F 1.18 2.44 -5.00  -0.38
Te 0.73 2.12 -3.24  1.87
F 2.58 1.65 -3.06  -0.48
F -0.77 2.20 -1.15  -0.57
F 1.29 3.73 -2.56  -0.36
F -0.85 3.07 -3.71  -0.43
O -1.04 0.59 -4.78  -0.12
O 0.87 0.40 -0.05  -0.67
S 1.05 1.61 0.94  1.12
C 2.65 2.25 0.54  -0.39
C 3.49 1.59 -0.34  -0.10
C 4.73 2.15 -0.62  -0.04
C 5.11 3.33 -0.02  -0.04
C 4.26 3.98 0.88  -0.04
C 3.01 3.44 1.16  -0.06
C 1.39 0.79 2.46  -0.38
C 2.45 -0.10 2.59  -0.06
C 2.65 -0.72 3.81  -0.05
C 1.80 -0.45 4.88  -0.04
C 0.75 0.45 4.74  -0.05
C 0.54 1.07 3.52  -0.07
H 3.18 0.66 -0.80  0.09
H 5.39 1.65 -1.32  0.12
H 6.07 3.77 -0.24  0.12
H 4.56 4.90 1.34  0.12
H 2.34 3.95 1.84  0.12
H 3.12 -0.28 1.76  0.12
H 3.48 -1.41 3.94  0.12
H 1.97 -0.93 5.83  0.12
H 0.10 0.66 5.58  0.12
H -0.27 1.79 3.40  0.10

Properties
Kohn-Sham gap, eV: 7.49
Energy above the lowest of the compared OMol25 structures with the same formula, charge and spin, kcal/mol: 1.0
LUMO energy, eV: -6.61
E_tot, hartree: -5851.91499
Max |F|, Eh/bohr: 0.0315
HOMO, eV: -14.1
Total charge: +2

=====

[2]
ORCA calculation (wB97M-V/def2-TZVPD) on C36H36N7Pt as an isolated structure.

Each line ends with the Mulliken spin population.
Cartesian coordinates (Å):
Pt 1.46 -0.02 0.37  0.05
C 1.79 4.05 1.78  0.05
C 1.61 3.02 0.87  0.00
N 1.25 1.79 1.28  0.06
C 1.07 1.61 2.63  -0.02
C 1.26 2.68 3.50  0.04
N 1.62 3.87 3.09  0.01
C 0.78 0.23 3.01  0.12
C -0.22 -0.19 3.86  -0.05
C -0.57 -1.55 3.91  0.17
C 0.21 -2.45 3.16  -0.02
C 1.18 -1.98 2.30  0.14
N 1.48 -0.65 2.25  0.15
C 1.81 -2.70 1.21  -0.03
C 2.29 -4.01 1.21  0.03
N 2.89 -4.55 0.17  0.01
C 3.03 -3.80 -0.92  0.06
C 2.56 -2.50 -0.99  0.00
N 1.94 -1.95 0.06  0.07
C -1.85 -1.96 4.50  0.00
C -2.55 -3.06 3.99  0.04
C -3.84 -3.31 4.44  -0.01
N -4.45 -2.55 5.32  0.03
C -3.80 -1.52 5.83  -0.01
C -2.50 -1.19 5.47  0.04
H 2.08 5.03 1.45  0.00
H 1.74 3.17 -0.19  0.01
H 1.15 2.54 4.57  0.00
H -0.80 0.55 4.38  0.01
H -0.01 -3.50 3.17  0.00
H 2.22 -4.63 2.10  0.00
H 3.53 -4.25 -1.76  0.00
H 2.64 -1.89 -1.88  0.01
H -2.15 -3.69 3.21  0.01
H -4.41 -4.14 4.05  0.00
H -4.35 -0.91 6.53  0.00
H -2.02 -0.35 5.93  0.01
C 1.49 3.79 -5.16  0.00
C 1.95 2.95 -4.01  -0.07
C 3.27 3.03 -3.57  0.27
C 3.72 2.23 -2.51  -0.06
C 5.13 2.33 -2.03  0.00
C 2.83 1.39 -1.90  0.15
C 1.45 1.32 -2.27  0.09
C 1.06 2.11 -3.38  0.13
N 0.69 0.56 -1.47  0.47
C -0.72 0.18 -1.56  -0.10
C -1.60 0.78 -2.66  -0.01
C -3.03 0.23 -2.57  0.00
C -3.04 -1.29 -2.74  0.00
C -2.17 -1.90 -1.64  0.00
C -2.76 -1.55 -0.27  0.00
C -2.81 -0.03 -0.12  0.00
C -3.65 0.59 -1.23  0.00
C -1.38 0.52 -0.20  0.06
C -0.75 -1.35 -1.74  0.05
H 2.30 4.41 -5.54  0.00
H 0.66 4.42 -4.86  0.00
H 1.14 3.15 -5.97  0.00
H 3.95 3.71 -4.05  0.00
H 5.76 2.83 -2.76  0.00
H 5.54 1.34 -1.82  0.00
H 5.16 2.90 -1.10  0.00
H 3.17 0.74 -1.08  0.03
H 0.05 2.09 -3.75  0.02
H -1.20 0.52 -3.64  0.00
H -1.65 1.87 -2.56  0.00
H -3.62 0.68 -3.38  0.00
H -2.65 -1.57 -3.72  0.00
H -4.06 -1.66 -2.65  0.00
H -2.13 -2.98 -1.75  0.00
H -2.15 -1.98 0.52  0.00
H -3.76 -1.96 -0.18  0.00
H -3.23 0.23 0.86  0.00
H -3.70 1.67 -1.11  0.00
H -4.67 0.20 -1.18  0.00
H -0.81 0.04 0.61  -0.02
H -1.38 1.60 -0.05  0.02
H -0.32 -1.60 -2.72  0.01
H -0.13 -1.82 -0.97  0.00

Properties
Kohn-Sham gap (alpha / beta), eV: 4.91 / 6.88
Energy above the lowest of the compared OMol25 structures with the same formula, charge and spin, kcal/mol: 23.1
LUMO energy (alpha / beta), eV: -3.49 / -4.76
E_tot, hartree: -1895.83187
Max |F|, Eh/bohr: 0.0196
HOMO (alpha / beta), eV: -8.4 / -11.6
Multiplicity: 3
Total charge: +1

=====

[3]
ORCA calculation (wB97M-V/def2-TZVPD) on a 7-piece molecular cluster, C34H41N6S2 overall.

Each line ends with the Löwdin charge.
Cartesian coordinates (Å):
C 3.43 -1.38 -1.09  -0.16
C 2.93 -1.61 -2.64  -0.50
S 1.53 -0.49 -3.20  0.76
C 0.66 0.33 -1.76  -0.68
S -0.43 -0.79 -0.73  0.91
C -0.85 -2.39 -1.63  -0.29
H 4.35 -2.12 -0.90  0.10
H 2.60 -1.67 -0.32  0.06
H 3.85 -0.29 -0.87  0.09
H 3.82 -1.48 -3.42  0.09
H 2.52 -2.73 -2.73  0.09
H -0.03 1.19 -2.22  0.10
H 1.43 0.91 -1.06  0.07
H 0.34 -1.15 0.42  0.03
H 0.16 -2.90 -1.92  0.07
H -1.53 -3.09 -0.94  0.08
H -1.44 -2.10 -2.61  0.08
N 4.35 -1.89 -6.03  0.05
C 5.30 -2.03 -6.99  -0.14
C 5.27 -1.35 -8.20  -0.07
C 4.21 -0.48 -8.45  -0.07
C 3.22 -0.32 -7.48  -0.07
C 3.34 -1.04 -6.30  -0.16
H 6.10 -2.72 -6.75  0.10
H 6.06 -1.50 -8.93  0.11
H 4.16 0.06 -9.38  0.11
H 2.39 0.34 -7.64  0.10
H 2.59 -0.95 -5.52  0.03
N 3.29 2.10 1.30  0.05
C 1.98 2.38 1.41  -0.18
C 1.48 3.62 1.80  -0.09
C 2.39 4.63 2.09  -0.06
C 3.75 4.37 1.99  -0.06
C 4.15 3.11 1.59  -0.14
H 1.31 1.56 1.17  0.07
H 0.41 3.78 1.86  0.10
H 2.04 5.61 2.40  0.11
H 4.48 5.14 2.22  0.11
H 5.20 2.86 1.49  0.11
N -6.39 -2.97 -0.94  0.07
C -6.63 -3.33 -2.22  -0.13
C -5.75 -3.10 -3.27  -0.07
C -4.55 -2.45 -2.98  -0.08
C -4.27 -2.07 -1.68  -0.10
C -5.22 -2.35 -0.70  -0.15
H -7.58 -3.83 -2.40  0.11
H -5.99 -3.41 -4.28  0.11
H -3.83 -2.25 -3.78  0.10
H -3.35 -1.56 -1.42  0.06
H -5.05 -2.07 0.34  0.10
N -0.72 -3.05 2.20  0.04
C -1.57 -3.98 1.73  -0.17
C -1.50 -5.33 2.06  -0.06
C -0.48 -5.74 2.91  -0.06
C 0.42 -4.80 3.41  -0.06
C 0.26 -3.48 3.03  -0.15
H -2.35 -3.61 1.07  0.08
H -2.21 -6.03 1.65  0.11
H -0.39 -6.79 3.18  0.11
H 1.22 -5.10 4.07  0.11
H 0.93 -2.71 3.39  0.11
N -1.61 6.56 2.91  0.05
C -2.73 6.37 3.64  -0.15
C -3.93 5.90 3.12  -0.07
C -3.98 5.61 1.76  -0.08
C -2.85 5.79 0.98  -0.09
C -1.70 6.27 1.59  -0.17
H -2.64 6.62 4.70  0.10
H -4.79 5.77 3.76  0.10
H -4.90 5.24 1.31  0.11
H -2.85 5.58 -0.08  0.10
H -0.78 6.43 1.03  0.10
N 0.87 1.62 6.18  0.06
C 0.12 0.72 6.85  -0.14
C -0.88 -0.04 6.26  -0.08
C -1.12 0.13 4.91  -0.09
C -0.37 1.05 4.19  -0.09
C 0.61 1.77 4.86  -0.15
H 0.35 0.63 7.91  0.11
H -1.45 -0.75 6.85  0.10
H -1.90 -0.45 4.41  0.10
H -0.53 1.21 3.13  0.08
H 1.23 2.49 4.35  0.09

Properties
Kohn-Sham gap, eV: 8.65
LUMO energy, eV: -2.84
E_tot, hartree: -2444.69901
Max |F|, Eh/bohr: 0.0534
HOMO, eV: -11.5
Total charge: +1

=====

[4]
ORCA calculation (wB97M-V/def2-TZVPD) on C37H35FN9O5PdTe as an isolated structure.

Each line ends with the Mulliken spin population.
Cartesian coordinates (Å):
Pd 10.62 12.72 14.01  -0.01
N 13.67 12.36 12.83  0.00
C 13.45 11.70 13.96  0.00
N 14.49 11.12 14.57  0.00
C 14.18 10.14 15.49  0.04
N 15.15 9.56 16.26  0.00
N 12.92 9.70 15.75  0.00
C 11.94 10.40 15.19  0.00
N 12.18 11.50 14.42  -0.01
C 9.86 9.84 13.91  0.04
C 9.17 8.74 13.31  0.01
C 8.11 8.96 12.44  0.00
C 7.59 10.28 12.33  0.00
C 8.29 11.31 12.88  0.00
N 9.40 11.07 13.61  0.00
H 14.65 12.67 12.75  0.00
H 12.90 12.86 12.30  0.00
H 16.11 9.81 16.03  0.00
H 15.00 8.73 16.81  -0.01
H 9.51 7.71 13.65  -0.01
H 7.61 8.17 11.89  0.00
H 6.59 10.43 11.91  0.00
H 8.05 12.35 12.80  0.00
C 13.31 19.41 17.74  0.00
C 12.63 18.06 17.51  0.00
C 11.44 17.76 18.19  0.00
C 10.71 16.58 17.93  0.00
C 9.56 16.17 18.84  0.00
C 11.14 15.73 16.85  0.00
Te 10.02 13.94 16.33  0.00
N 10.75 9.69 15.02  0.04
C 10.80 8.45 15.79  0.21
O 10.86 7.32 15.31  0.21
C 10.93 8.62 17.23  -0.09
C 11.03 9.85 17.93  0.16
C 11.01 9.89 19.30  -0.14
C 10.64 8.74 20.05  0.26
C 10.47 7.57 19.36  -0.12
C 10.69 7.48 17.99  0.25
C 8.05 14.92 16.04  0.00
C 7.01 14.44 16.88  0.00
C 5.77 15.08 16.91  0.00
C 5.51 16.11 16.04  0.00
C 6.54 16.65 15.29  0.00
C 7.85 16.06 15.30  0.00
C 8.87 16.83 14.55  0.00
C 12.42 15.97 16.22  0.00
C 13.02 15.05 15.18  0.00
C 13.12 17.15 16.52  0.00
H 12.70 20.06 18.38  0.00
H 13.39 19.94 16.77  0.00
H 14.40 19.29 18.10  0.00
H 10.97 18.35 18.99  0.00
H 9.56 16.87 19.73  0.00
H 9.66 15.10 19.25  0.00
H 8.56 16.22 18.38  0.00
H 11.18 10.74 17.34  0.08
H 11.25 10.81 19.86  -0.01
H 10.44 8.80 21.13  0.03
H 10.10 6.68 19.87  -0.01
H 10.57 6.54 17.48  0.05
H 7.24 13.68 17.70  0.00
H 5.05 14.69 17.63  0.00
H 4.52 16.61 16.00  0.00
H 6.37 17.52 14.67  0.00
H 8.51 17.89 14.59  0.00
H 9.10 16.45 13.53  0.00
H 9.82 16.85 15.12  0.00
H 12.37 14.94 14.32  0.00
H 13.28 14.06 15.58  0.00
H 13.96 15.50 14.81  0.00
H 14.01 17.41 15.96  0.00
F 8.02 15.00 7.48  0.00
C 8.63 15.79 8.38  0.00
C 9.54 15.38 9.28  0.00
N 10.14 16.30 10.18  0.00
C 11.10 15.98 11.26  0.00
C 10.95 14.61 11.98  0.00
O 10.32 14.68 13.07  0.00
O 11.43 13.50 11.51  0.00
C 10.15 17.66 9.85  0.00
O 10.69 18.50 10.58  0.00
N 9.35 18.05 8.76  0.00
C 8.37 17.25 8.17  0.00
O 7.54 17.68 7.40  0.00
H 9.85 14.33 9.36  0.00
H 11.04 16.81 11.94  0.00
H 12.09 16.01 10.83  0.00
H 9.32 19.04 8.55  0.00

Properties
Kohn-Sham gap (alpha / beta), eV: 3.01 / 3.93
Energy above the lowest of the compared OMol25 structures with the same formula, charge and spin, kcal/mol: 12.7
LUMO energy (alpha / beta), eV: 3.91 / 3.91
E_tot, hartree: -2795.71508
Max |F|, Eh/bohr: 0.0755
HOMO (alpha / beta), eV: 0.9 / 0.0
Multiplicity: 2
Total charge: -2